P.
{"formula": "C4H5N3", "method": "the ωB97M-V functional and the def2-TZVPD basis", "lumo_ev": 0.50, "e_homo_ev": -9.524, "total_charge": 0, "symbols": ["N", "N", "N", "C", "C", "C", "C", "H", "H", "H", "H", "H"], "positions_angstrom": [[0.281, -1.516, 1.439], [-0.762, 0.632, 1.632], [0.478, 0.622, -1.996], [-0.374, -0.545, 2.103], [-0.472, 0.891, 0.368], [0.543, -1.177, 0.140], [0.192, 0.030, -0.455], [-0.619, -0.735, 3.142], [0.328, -0.011, -2.786], [-0.765, 1.828, -0.060], [1.079, -1.527, -1.193], [0.081, 1.522, -2.342]], "lowdin_charge": [0.079, 0.081, 0.022, -0.221, -0.145, -0.100, -0.235, 0.107, 0.032, 0.103, 0.216, 0.062]}

Q.
{"formula": "C4H5N3", "method": "the ωB97M-V functional and the def2-TZVPD basis", "lumo_ev": -0.56, "e_homo_ev": -11.309, "total_charge": 0, "symbols": ["N", "N", "N", "C", "C", "C", "C", "H", "H", "H", "H", "H"], "positions_angstrom": [[1.514, 2.063, 1.865], [-0.174, 0.140, -0.530], [-1.982, -1.790, 0.270], [0.695, 1.508, 1.265], [-2.302, -2.359, 1.247], [-0.341, 0.781, 0.550], [1.117, 0.062, -1.179], [-1.523, -1.200, -0.424], [-1.323, 0.764, 1.026], [1.866, 0.753, -0.774], [1.477, -0.967, -1.070], [0.975, 0.245, -2.247]], "lowdin_charge": [0.172, -0.045, 0.011, -0.178, -0.091, -0.164, -0.093, 0.019, 0.112, 0.075, 0.096, 0.087]}

The most stable of them is Q.